{
  "formula": "C8H9BN2O2",
  "method": "ωB97M-V/def2-TZVPD",
  "elements": ["B", "C", "C", "C", "C", "C", "C", "C", "C", "N", "N", "O", "O", "H", "H", "H", "H", "H", "H", "H", "H", "H"],
  "coordinates": [[-1.425, 1.848, 0.081], [1.339, -1.924, -0.145], [-0.012, -1.994, -0.150], [3.371, -0.402, 0.080], [-0.802, 0.413, 0.023], [2.041, -0.713, -0.058], [-0.965, -0.944, -0.059], [1.436, 0.553, -0.116], [-2.355, -1.504, -0.054], [3.589, 0.879, 0.276], [2.349, 1.496, 0.027], [-0.738, 2.942, -0.241], [-2.709, 1.910, 0.425], [2.052, -2.789, -0.141], [-0.589, -2.933, -0.188], [4.104, -1.087, 0.254], [-3.049, -0.497, -0.161], [-2.551, -2.064, -0.961], [-2.734, -1.979, 0.815], [2.068, 2.385, 0.278], [-1.240, 3.618, -0.658], [-3.180, 2.787, 0.671]],
  "e_tot_ev": -16191.3846,
  "orbital_gap_ha": 0.2948,
  "charge": 0
}